This record from OMol25 describes a molecular structure, C39H48BaP2Si. The level of theory is ωB97M-V/def2-TZVPD.

XYZ file:
```
91
Properties=species:S:1:pos:R:3:lowdin_charge:R:1
Ba 1.1711 -1.4249 1.7678 1.575
C -3.3749 0.5652 5.2691 -0.105
C -3.1872 0.3823 3.9499 -0.106
C -3.2322 1.3930 2.8401 -0.202
C -1.8347 1.8268 2.3368 -0.202
C -0.9429 2.5183 3.3151 -0.109
C -1.1881 2.8092 4.6036 -0.104
C -2.5312 3.0110 5.2560 -0.193
C -3.0286 1.7900 6.0544 -0.188
C 2.4970 0.3608 3.1876 -0.482
H -3.7672 -0.2441 5.8591 0.091
H -2.8827 -0.6240 3.6002 0.103
H -3.7920 2.2949 3.1118 0.098
H -3.7683 0.9689 1.9670 0.111
H -1.3368 0.9378 1.8971 0.065
H -1.9813 2.5002 1.4770 0.113
H 0.0402 2.7750 2.8899 0.102
H -0.3433 3.0564 5.2670 0.099
H -3.3019 3.3047 4.5292 0.097
H -2.4093 3.8299 5.9955 0.118
H -2.2065 1.5037 6.7192 0.106
H -3.8755 2.1238 6.6739 0.113
H 2.8568 -0.3319 3.9969 -0.079
H 2.2945 1.3424 3.6498 -0.070
H 3.3051 0.5312 2.4475 -0.103
P 0.0748 -2.1124 -3.7901 0.998
P 1.9463 0.3352 -4.2580 0.996
C -0.6327 -0.5573 -4.4694 -0.321
C 0.2185 0.4486 -4.7918 -0.360
C -0.6530 -3.2570 -5.0509 -0.392
C -1.7824 -2.9612 -5.8302 -0.101
C -2.2281 -3.8342 -6.8331 -0.081
C -1.5697 -5.0492 -7.0611 -0.080
C -0.4326 -5.3482 -6.2915 -0.085
C 0.0357 -4.4569 -5.3210 -0.108
C -0.9105 -2.2955 -2.2478 -0.370
C -0.5641 -1.4789 -1.1460 -0.169
C -1.3342 -1.5205 0.0149 -0.246
C -2.4137 -2.4157 0.0965 -0.075
C -2.7419 -3.2341 -0.9857 -0.062
C -1.9885 -3.1851 -2.1660 -0.068
C 2.6523 0.9836 -5.9010 -0.349
C 2.4531 0.2033 -7.0544 -0.111
C 2.8684 0.6713 -8.3045 -0.091
C 3.4704 1.9267 -8.4405 -0.092
C 3.6533 2.7050 -7.2963 -0.087
C 3.2548 2.2384 -6.0402 -0.090
C 2.0666 1.8727 -3.2630 -0.423
C 3.2426 2.0392 -2.4993 -0.120
C 3.4168 3.2046 -1.7559 -0.083
C 2.4186 4.1886 -1.7386 -0.080
C 1.2497 4.0140 -2.4867 -0.078
C 1.0619 2.8497 -3.2409 -0.094
H -1.7179 -0.4875 -4.6163 0.070
H -0.0899 1.3309 -5.3662 0.085
H -2.3479 -2.0434 -5.6883 0.086
H -3.0990 -3.5688 -7.4426 0.107
H -1.9296 -5.7494 -7.8282 0.108
H 0.0894 -6.2900 -6.4628 0.103
H 0.9358 -4.6843 -4.7558 0.095
H 0.2877 -0.7716 -1.2274 0.092
H -1.2136 -0.7376 0.7982 0.023
H -2.9990 -2.4497 1.0162 0.112
H -3.6041 -3.9067 -0.9442 0.114
H -2.2397 -3.8259 -3.0203 0.108
H 1.9409 -0.7547 -6.9785 0.098
H 2.6984 0.0700 -9.1932 0.100
H 3.7771 2.2983 -9.4240 0.105
H 4.0834 3.7001 -7.3897 0.102
H 3.3812 2.8843 -5.1712 0.096
H 3.9972 1.2466 -2.5037 0.102
H 4.3367 3.3344 -1.1881 0.106
H 2.5662 5.0954 -1.1550 0.104
H 0.4736 4.7797 -2.4879 0.105
H 0.1283 2.7160 -3.7945 0.091
C 1.7348 -1.5959 8.1950 -0.231
Si 0.5539 -1.0705 6.8048 0.342
C -1.0488 -1.3193 7.7736 -0.206
C 0.9357 0.7998 6.7966 -0.208
C 0.9473 -1.9036 5.1930 -0.353
H 1.5405 -0.9432 9.0589 0.020
H 2.7849 -1.4827 7.9078 0.017
H 1.5994 -2.6363 8.5096 0.019
H -0.9272 -0.7934 8.7392 0.030
H -1.9433 -0.9134 7.2927 -0.016
H -1.2585 -2.3705 8.0220 0.026
H 2.0276 0.9505 6.7643 0.027
H 0.5215 1.4105 5.9770 -0.019
H 0.5998 1.2556 7.7462 0.023
H 2.0653 -2.1509 5.0501 -0.060
H 0.3991 -2.5981 4.4836 -0.148
```

Calculated values
- HOMO (eV) = -4.96
- ΔE to the lowest compared entry with this formula, charge and spin (kcal/mol) = 43.2
- total charge = 0


This record from OMol25 describes a molecular structure, C7H17NO2. The level of theory is ωB97M-V/def2-TZVPD.

XYZ file:
```
27
Properties=species:S:1:pos:R:3:lowdin_charge:R:1
C 1.6827 -0.3043 -0.4843 -0.581
C 1.5384 -0.0491 -1.9848 -0.041
C 2.0024 -1.7824 -0.2118 -0.037
N 2.6991 0.6098 0.0469 0.073
C 0.3877 0.1002 0.2520 -0.430
O 0.4310 -0.0984 1.5769 -0.089
H 3.6136 0.3750 -0.3248 0.077
H 2.7341 0.5224 1.0574 0.075
H 0.1177 1.1286 -0.0384 0.149
H 1.3535 1.0089 -2.1682 0.082
H 0.7146 -0.6292 -2.3973 0.077
H 2.4576 -0.3271 -2.5035 0.081
H 1.2706 -2.4436 -0.6796 0.078
H 2.0179 -1.9685 0.8616 0.080
H 2.9809 -2.0300 -0.6254 0.080
C -2.5628 0.2815 0.7282 -0.176
C -2.8482 1.2273 -0.3887 -0.080
C -2.0821 0.6921 1.9690 -0.084
O -0.8079 -0.6713 -0.3127 -0.086
H -0.7211 -1.5448 0.0962 0.098
H -3.0617 -0.6781 0.6572 0.118
H -2.6559 0.7579 -1.3519 0.079
H -1.9752 1.7619 2.1184 0.087
H -3.9054 1.5038 -0.3485 0.091
H -2.2495 2.1341 -0.3107 0.084
H -0.6933 0.2675 1.9246 0.114
H -2.4386 0.1557 2.8421 0.082
```

Calculated values
- HOMO (eV) = -8.73
- ΔE to the lowest compared entry with this formula, charge and spin (kcal/mol) = 69.7
- total charge = 0


This record from OMol25 describes 5 unconnected molecules or ions with the total composition C13H34BNO6P2. The level of theory is ωB97M-V/def2-TZVPD.

XYZ file:
```
57
Properties=species:S:1:pos:R:3:lowdin_charge:R:1
C 1.3512 3.6729 -2.9447 -0.092
O 1.0431 2.2737 -2.9964 -0.009
B 0.0671 1.8407 -2.1353 -0.797
O 0.2904 0.6409 -1.5175 0.093
P -1.5650 2.8987 -1.7879 0.653
P -3.3884 4.2641 -1.4594 0.474
N -3.9330 4.8821 -2.8193 -0.407
H 0.8127 4.1974 -3.7205 0.083
H 2.4144 3.7901 -3.0804 0.088
H 1.0934 4.1183 -1.9902 0.077
H 0.9421 0.8269 -0.8154 0.079
H -1.0033 3.3651 -0.5235 -0.018
H -2.4314 1.7644 -1.8559 -0.011
H -1.4382 3.6584 -3.0044 -0.030
H -4.3918 3.5706 -0.7453 -0.066
H -2.9634 5.3084 -0.5977 -0.055
H -3.3940 4.5470 -3.6135 -0.099
C 3.9326 0.0807 0.6049 -0.014
C 2.7339 -0.1068 1.5024 -0.488
C 2.9150 -0.9844 2.7109 -0.024
O 1.6721 0.4219 1.2569 0.064
H 3.6726 0.7305 -0.2278 0.077
H 4.7520 0.5305 1.1670 0.087
H 4.2622 -0.8840 0.2151 0.087
H 3.6942 -0.5783 3.3567 0.091
H 3.2048 -1.9888 2.3988 0.088
H 1.9873 -1.0415 3.2713 0.081
C -8.1535 1.4769 0.8224 -0.026
C -6.9547 1.7461 -0.0541 -0.509
C -7.2241 2.0451 -1.5090 -0.023
O -5.8319 1.7259 0.3900 0.044
H -7.8241 1.2788 1.8387 0.080
H -8.8180 2.3421 0.8221 0.085
H -8.7038 0.6125 0.4480 0.084
H -7.8531 2.9317 -1.5988 0.089
H -7.7376 1.2023 -1.9744 0.085
H -6.2864 2.2242 -2.0289 0.069
C 2.3628 -5.0199 4.7400 -0.023
C 3.0932 -3.9203 5.4725 -0.505
C 4.3146 -4.3214 6.2636 -0.024
O 2.7177 -2.7742 5.4270 0.062
H 1.5090 -4.6016 4.2139 0.081
H 3.0295 -5.4977 4.0204 0.085
H 2.0141 -5.7734 5.4474 0.085
H 5.0571 -4.7720 5.6033 0.085
H 4.0419 -5.0478 7.0305 0.085
H 4.7440 -3.4439 6.7392 0.080
C 1.9041 -2.1880 -2.2233 -0.019
C 3.0813 -2.7331 -2.9891 -0.506
C 3.0911 -2.4952 -4.4801 -0.023
O 3.9784 -3.3274 -2.4392 0.060
H 2.0182 -2.4252 -1.1680 0.079
H 1.8463 -1.1056 -2.3380 0.069
H 0.9764 -2.6304 -2.5880 0.092
H 3.0754 -1.4241 -4.6869 0.085
H 2.2122 -2.9522 -4.9373 0.084
H 3.9874 -2.9316 -4.9126 0.079
```

Calculated values
- HOMO (eV) = -7.38
- SMILES string = COB(O)[PH3][PH2]=N.CC(C)=O.CC(C)=O.CC(C)=O.CC(C)=O
- total charge = 0


This record from OMol25 describes 10 unconnected molecules or ions with the total composition C47H46Br4F7NO2. The level of theory is ωB97M-V/def2-TZVPD.

XYZ file:
```
107
Properties=species:S:1:pos:R:3:lowdin_charge:R:1
C 5.5804 0.2917 1.5101 0.043
N 5.8436 1.7545 1.5887 -0.430
O 6.5654 2.1644 2.4870 0.067
O 5.2785 2.5420 0.8493 0.028
H 6.2528 -0.2872 0.8769 0.108
H 4.6436 0.1747 0.9653 0.016
H 5.5905 -0.0450 2.5467 0.106
Br -2.6270 -1.8050 -2.4611 0.618
C -2.3932 -3.7783 -2.3729 -0.658
C -1.3925 -4.3160 -3.4420 -0.680
Br -2.3638 -4.1990 -5.1116 0.649
H -3.3255 -4.3369 -2.4558 0.056
H -2.0344 -4.0018 -1.3682 -0.009
H -1.2785 -5.3845 -3.2593 0.051
H -0.4444 -3.7809 -3.4969 0.039
Br 2.4079 0.4211 -0.7117 0.732
C 0.5487 0.0946 -0.0282 -0.573
C 0.6192 -1.1208 0.9668 -0.577
Br -0.9363 -2.3206 0.6629 0.707
H -0.0941 -0.1115 -0.8841 0.007
H 0.1209 0.9671 0.4655 0.025
H 0.5374 -0.7879 2.0015 0.044
H 1.4205 -1.8587 0.9270 0.030
F -2.6879 -8.7839 1.7317 0.084
C -2.9626 -7.5540 2.1654 -0.299
C -2.9609 -6.5024 1.2519 -0.010
C -3.1483 -5.1566 1.6193 -0.112
C -3.2824 -4.8398 2.9519 -0.089
C -3.2123 -5.8918 3.9523 -0.039
C -3.0983 -7.2267 3.4909 -0.026
H -2.6188 -6.7957 0.2704 0.108
H -3.1568 -4.2811 0.9870 0.061
H -3.4291 -3.8125 3.2511 0.085
H -3.3588 -5.7599 5.0142 0.094
H -2.8391 -7.9242 4.2736 0.113
F -3.9933 1.9597 3.6940 0.016
C -3.8334 1.7594 2.3113 -0.248
C -3.3800 0.5966 1.7370 -0.004
C -3.2566 0.4948 0.3255 -0.112
C -3.6494 1.5307 -0.4503 -0.106
C -4.3283 2.6463 0.0880 -0.056
C -4.3848 2.7392 1.4779 -0.036
H -3.1292 -0.2683 2.3331 0.096
H -2.9811 -0.4728 -0.0674 -0.005
H -3.5414 1.5195 -1.5248 0.093
H -4.7420 3.4037 -0.5613 0.106
H -4.9459 3.5137 1.9796 0.115
F 1.2763 0.0012 -3.7432 -0.006
C 0.5817 1.1452 -4.0640 -0.254
C -0.5272 1.5137 -3.2776 -0.006
C -1.1789 2.7858 -3.5555 -0.075
C -0.6149 3.5612 -4.5266 -0.119
C 0.4402 3.1654 -5.3838 -0.061
C 1.0976 1.9569 -5.0949 -0.009
H -0.8290 0.8868 -2.4515 0.054
H -2.0129 3.1472 -2.9722 0.088
H -1.2028 4.4406 -4.7445 0.101
H 0.7650 3.8235 -6.1762 0.106
H 1.9643 1.6629 -5.6684 0.122
F -1.6389 -1.3595 3.9183 -0.013
C -1.5925 -0.9022 5.2260 -0.241
C -2.1058 -1.5373 6.3012 -0.038
C -2.2174 -0.8904 7.5174 -0.075
C -1.7519 0.3964 7.6584 -0.092
C -1.0786 1.0489 6.6167 -0.063
C -0.9129 0.3573 5.3819 -0.005
H -2.7702 -2.3837 6.2077 0.120
H -2.7342 -1.4328 8.2953 0.114
H -2.0931 1.0312 8.4628 0.105
H -0.6585 2.0426 6.6670 0.098
H -0.2749 0.6854 4.5746 0.089
F 2.3554 5.2536 -4.7406 0.015
C 3.4305 4.7473 -4.0252 -0.239
C 3.2070 3.7601 -3.0657 -0.021
C 4.3320 3.2935 -2.3212 -0.068
C 5.5797 3.9271 -2.4663 -0.089
C 5.7242 4.9491 -3.3623 -0.097
C 4.6802 5.3734 -4.1668 -0.007
H 2.2218 3.3397 -2.9273 0.087
H 4.2155 2.4781 -1.6226 0.028
H 6.4865 3.8054 -1.8924 0.106
H 6.6362 5.5272 -3.3808 0.111
H 4.6943 6.1735 -4.8921 0.118
F -1.0429 3.0125 3.0130 0.154
C -0.6987 3.8705 2.0270 -0.107
C -1.2474 5.1311 2.0083 0.030
C -0.7809 6.1154 1.1698 0.062
C 0.3933 5.8041 0.3998 0.052
C 0.9322 4.5690 0.3360 -0.021
C 0.4774 3.6185 1.1764 0.109
H -2.0356 5.4469 2.6757 0.145
H -1.2433 7.0908 1.2052 0.138
H 0.7386 6.4752 -0.3727 0.142
H 1.7578 4.4064 -0.3410 0.133
H 0.8367 2.6026 1.2486 0.107
F 2.8576 -3.7605 -5.2521 0.049
C 2.3555 -4.0205 -4.0006 -0.261
C 1.9073 -5.3002 -3.6960 -0.009
C 1.3240 -5.5386 -2.4629 -0.090
C 1.4381 -4.5208 -1.5120 -0.107
C 1.9309 -3.2703 -1.7994 -0.090
C 2.4321 -3.0481 -3.0633 -0.029
H 1.8388 -6.0485 -4.4718 0.125
H 0.8332 -6.4583 -2.1807 0.114
H 1.0181 -4.5928 -0.5197 0.085
H 2.0337 -2.4387 -1.1180 0.049
H 2.8512 -2.0901 -3.3334 0.113
```

Calculated values
- HOMO (spin up / spin down) (eV) = -10.79 / -10.79
- ⟨S²⟩ = 0.7668
- total charge = +1
- 2S+1 = 2


Largest force on an atom across the listed records, respectively: 0.049, 0.055, 0.024, 0.069 Eh/bohr.